(1)
{
  "formula": "C35H49BBrN3O4PS",
  "method": "ωB97M-V with the def2-TZVPD basis set",
  "de_lowest_kcal_mol": 152.6,
  "total_charge": 1,
  "gap_ev": 6.653,
  "e_lumo_ev": -4.2,
  "symbols": ["C", "C", "O", "C", "C", "O", "N", "C", "N", "C", "C", "C", "C", "C", "C", "C", "C", "N", "P", "S", "B", "O", "O", "C", "C", "Br", "C", "C", "H", "H", "H", "H", "H", "H", "H", "H", "H", "H", "H", "H", "H", "H", "H", "H", "H", "H", "H", "H", "H", "H", "H", "H", "H", "H", "H", "H", "H", "H", "H", "C", "C", "C", "C", "C", "C", "H", "H", "H", "H", "H", "H", "C", "C", "C", "C", "C", "C", "H", "H", "H", "H", "H", "H", "C", "C", "C", "C", "C", "C", "H", "H", "H", "H", "H", "H"],
  "positions_angstrom": [[3.655949, 0.000345, 4.471724], [4.735888, -0.885458, 3.621505], [4.045986, -2.002834, 3.007029], [3.883456, -1.825579, 1.589687], [2.710276, -0.754373, 1.211456], [2.896100, -0.454531, -0.205349], [1.700125, -0.437038, -0.869200], [1.183484, 0.763002, -1.224344], [-0.036795, 0.864912, -1.978964], [-1.226742, 1.308295, -1.201394], [-2.629623, 1.210716, -1.974706], [-3.764989, 1.132039, -0.818266], [-4.166283, -0.291920, -0.352377], [-5.209101, -0.458036, 0.780042], [-5.797613, 0.829084, 1.406436], [-5.436794, 2.279609, 0.955437], [-4.378941, 2.432685, -0.193585], [1.986227, 1.934762, -0.863870], [2.235573, 3.066795, -2.197236], [0.652488, 3.983623, -2.835876], [1.596404, 2.583905, 0.419776], [2.503626, 3.618264, 0.927351], [0.440158, 2.307223, 1.220640], [0.765024, 1.731013, 2.512297], [1.088857, -1.757436, -1.183326], [-0.752521, -2.021144, -0.479233], [1.247831, -2.146652, -2.769944], [-0.053130, -2.845658, -3.394293], [3.988714, 0.078379, 5.559893], [2.620379, -0.493708, 4.391149], [3.588134, 1.030575, 3.981853], [5.219838, -0.158444, 2.885235], [5.544513, -1.215348, 4.353767], [4.851722, -1.360050, 1.153591], [3.721922, -2.798526, 1.006929], [1.663401, -1.155284, 1.473961], [2.964462, 0.189874, 1.809454], [-0.211203, 0.082670, -2.619907], [-1.354557, 0.769928, -0.189904], [-1.080848, 2.422004, -0.929799], [-2.709324, 0.357411, -2.728241], [-2.851789, 2.192395, -2.545460], [-3.667105, -1.197683, -0.843337], [-5.450561, -1.523560, 1.113033], [-6.558731, 0.690396, 2.251071], [-5.884623, 3.194081, 1.458876], [-4.072764, 3.486694, -0.542343], [2.991063, 2.378697, -3.207156], [3.126660, 4.091124, -1.685645], [2.121088, 4.468348, 0.585869], [0.069812, 2.160102, 3.322972], [1.843672, 1.884417, 2.850177], [0.575055, 0.589553, 2.521369], [1.730619, -2.552909, -0.643338], [1.588906, -1.207520, -3.345681], [2.120522, -2.896203, -2.874741], [-0.836252, -2.047151, -3.626023], [-0.447492, -3.736152, -2.801923], [0.270951, -3.271532, -4.421634], [7.020094, 1.819533, 5.439482], [7.670781, 1.367131, 6.583168], [8.986868, 0.922234, 6.505527], [9.655889, 0.938906, 5.285033], [9.006382, 1.394776, 4.142028], [7.687250, 1.831114, 4.217846], [5.992501, 2.163418, 5.499679], [7.151399, 1.360550, 7.535918], [9.491812, 0.563428, 7.395904], [10.683522, 0.596643, 5.225415], [9.528800, 1.409248, 3.190946], [7.179205, 2.181555, 3.325316], [-6.689146, -4.412953, 1.727249], [-7.971158, -4.900147, 1.961518], [-8.672359, -5.534536, 0.940999], [-8.087365, -5.690673, -0.312241], [-6.804031, -5.206980, -0.545710], [-6.106095, -4.564271, 0.472092], [-6.143800, -3.915150, 2.522684], [-8.424632, -4.784556, 2.940453], [-9.674334, -5.908308, 1.122097], [-8.632263, -6.189648, -1.106501], [-6.347556, -5.330402, -1.522506], [-5.107128, -4.182260, 0.287999], [-2.150222, 1.319037, -7.737763], [-1.430486, 1.322614, -6.547006], [-1.839372, 2.127895, -5.488233], [-2.974588, 2.922801, -5.617246], [-3.696295, 2.916335, -6.806666], [-3.282117, 2.117999, -7.868521], [-1.829318, 0.693758, -8.564214], [-0.548930, 0.697415, -6.444351], [-1.273836, 2.135663, -4.561753], [-3.296524, 3.547325, -4.790165], [-4.582171, 3.534886, -6.906550], [-3.841877, 2.117431, -8.797411]],
  "atomic_forces_ev_per_a": [[0.3, -0.4, -0.7], [-0.6, 1.6, 1.4], [0.5, 0.7, -1.5], [0.5, 1.1, -1.0], [1.1, -0.8, 2.0], [-0.3, -0.5, 0.0], [-1.7, 1.6, -0.6], [-0.4, -0.3, -0.7], [2.4, -0.9, 1.3], [-1.5, 1.7, 1.2], [-0.9, 1.2, 0.8], [-1.5, -0.6, 1.4], [-1.6, 3.2, 1.8], [1.8, 3.5, -1.6], [1.5, 0.2, -1.8], [2.3, -3.7, -2.1], [-1.2, -3.4, 1.5], [-2.3, -1.2, 0.1], [-0.3, 1.6, -0.5], [0.4, -0.4, 0.1], [0.4, 1.7, 2.4], [-2.1, -0.8, -2.1], [2.5, -1.0, -1.3], [-0.5, -0.8, 1.9], [1.3, -2.1, -0.8], [1.1, 0.4, -0.1], [0.0, -0.4, 0.1], [0.9, 0.3, -1.3], [-0.6, 0.0, -1.5], [1.6, 0.7, 0.3], [0.1, -1.2, 1.0], [-0.5, -1.3, 0.6], [-1.1, -0.1, -1.2], [-1.5, -0.8, 0.6], [0.0, 1.1, 1.3], [1.6, 0.7, -0.7], [-0.7, -1.2, -0.9], [0.1, 0.1, 0.7], [0.5, 0.5, -1.7], [-0.1, -1.8, -0.5], [0.1, 0.9, 1.2], [0.7, -1.7, 0.7], [-0.9, 1.5, 0.8], [0.1, 1.9, -0.3], [1.3, 0.3, -1.4], [0.6, -1.5, -0.8], [-0.5, -2.0, 0.5], [-0.3, -0.1, 0.9], [-0.2, -1.4, 0.0], [0.6, -0.7, 0.8], [1.1, -0.4, -1.4], [-1.4, 0.1, -0.6], [0.2, 1.8, -0.3], [-1.1, 1.7, -0.5], [-0.8, -1.4, 0.8], [-1.3, 1.3, 0.5], [0.7, -1.3, 0.6], [0.5, 1.5, -0.6], [-0.5, 0.7, 1.6], [0.1, -0.1, 0.0], [0.0, 0.0, 0.0], [0.0, 0.0, -0.1], [-0.1, 0.0, 0.0], [0.0, 0.0, 0.0], [0.0, -0.1, 0.1], [0.1, 0.0, 0.0], [0.1, 0.0, -0.1], [0.0, 0.0, -0.1], [-0.1, 0.0, 0.0], [0.0, 0.0, 0.1], [0.0, 0.0, 0.1], [0.0, 0.0, -0.1], [0.0, 0.0, -0.1], [0.1, 0.0, 0.0], [0.0, 0.0, 0.1], [0.0, 0.0, 0.0], [-0.1, 0.0, 0.1], [0.0, -0.1, 0.0], [0.0, 0.0, -0.1], [0.1, 0.0, 0.0], [0.0, 0.0, 0.1], [-0.1, 0.0, 0.1], [0.0, 0.0, 0.0], [0.0, 0.0, 0.0], [-0.1, 0.1, 0.0], [-0.1, -0.1, -0.1], [0.0, -0.1, 0.0], [0.0, 0.0, 0.0], [0.1, 0.0, 0.1], [0.0, 0.1, 0.1], [0.0, 0.1, 0.0], [0.0, 0.1, -0.1], [0.0, 0.0, -0.1], [0.1, -0.1, 0.0], [0.0, 0.0, 0.1]],
  "lowdin_charge": [-0.08, -0.23, -0.17, -0.16, -0.10, -0.06, -0.06, -0.20, 0.06, -0.22, -0.14, -0.18, -0.05, -0.05, -0.07, -0.05, -0.02, -0.06, 0.41, 0.22, -0.68, 0.07, -0.01, -0.07, -0.55, 0.80, -0.22, -0.16, 0.08, 0.09, 0.06, 0.12, 0.13, 0.14, 0.14, 0.14, 0.12, 0.11, 0.10, 0.11, 0.12, 0.11, 0.07, 0.08, 0.09, 0.09, 0.10, 0.01, 0.02, 0.12, 0.12, 0.08, 0.10, 0.12, 0.12, 0.13, 0.07, 0.07, 0.10, -0.11, -0.09, -0.09, -0.09, -0.10, -0.11, 0.09, 0.10, 0.10, 0.10, 0.10, 0.10, -0.11, -0.09, -0.09, -0.09, -0.10, -0.11, 0.10, 0.10, 0.10, 0.10, 0.10, 0.09, -0.09, -0.10, -0.12, -0.10, -0.09, -0.09, 0.10, 0.09, 0.05, 0.10, 0.11, 0.11]
}


(2)
{
  "formula": "CH2Cl4OP2",
  "method": "ωB97M-V with the def2-TZVPD basis set",
  "de_lowest_kcal_mol": 40.5,
  "total_charge": 0,
  "gap_ev": [7.888, 6.942],
  "e_lumo_ev": [-1.6, -2.6],
  "symbols": ["C", "O", "P", "P", "Cl", "Cl", "Cl", "Cl", "H", "H"],
  "positions_angstrom": [[-1.303430, 0.467293, 0.505682], [2.013924, -0.272522, -1.461330], [-0.747089, -1.181237, -0.072620], [1.669202, 0.390955, -0.220021], [-1.351927, -0.912223, -2.028819], [-2.309626, -2.245568, 0.712319], [2.277328, -0.495515, 1.458314], [2.531493, 2.234765, -0.043724], [-0.960986, 0.927154, 1.433690], [-1.818889, 1.086896, -0.283489]],
  "atomic_forces_ev_per_a": [[1.0, 0.4, -1.7], [0.3, -0.5, -0.9], [-0.5, 0.7, 0.1], [-0.6, 1.2, 0.4], [0.1, -0.2, 0.1], [-0.4, -0.4, 0.1], [0.2, -0.3, 0.6], [-0.2, -0.1, 0.0], [-0.3, -0.3, -0.1], [0.5, -0.6, 1.3]],
  "lowdin_charge": [-0.30, -0.45, 0.01, -0.14, 0.17, 0.16, 0.28, 0.25, 0.01, 0.02]
}


(3)
{
  "formula": "CH8NS",
  "method": "ωB97M-V with the def2-TZVPD basis set",
  "de_lowest_kcal_mol": 0.7,
  "total_charge": 1,
  "gap_ev": 10.768,
  "e_lumo_ev": -3.7,
  "symbols": ["C", "N", "H", "H", "H", "H", "H", "H", "S", "H", "H"],
  "positions_angstrom": [[0.446212, -0.447505, 1.212539], [1.041623, 0.068830, -0.065645], [1.060947, -1.255377, 1.596507], [0.406008, 0.347911, 1.946037], [-0.530534, -0.851082, 0.970979], [1.407057, -0.721173, -0.591679], [1.797143, 0.733993, 0.080540], [0.301763, 0.544808, -0.638762], [-1.826033, 1.120303, -1.401798], [-1.637259, 0.267923, -2.412348], [-2.466927, 0.191369, -0.696365]],
  "atomic_forces_ev_per_a": [[0.2, -0.2, 0.0], [-0.3, 0.0, 0.0], [0.1, 0.1, 0.0], [-0.2, 0.1, 0.0], [-0.1, 0.1, 0.1], [0.1, 0.1, -0.3], [0.2, 0.0, 0.1], [0.1, -0.2, 0.2], [0.3, 0.2, 0.0], [0.0, 0.0, -0.2], [-0.2, -0.1, 0.2]],
  "lowdin_charge": [-0.01, 0.12, 0.10, 0.11, 0.09, 0.16, 0.17, 0.03, 0.60, -0.17, -0.18]
}


(4)
{
  "formula": "C11H14BF3N6V",
  "method": "ωB97M-V with the def2-TZVPD basis set",
  "spin_multiplicity": 4,
  "total_charge": 2,
  "gap_ev": [6.563, 3.469],
  "e_lumo_ev": [-9.7, -12.8],
  "symbols": ["C", "N", "N", "C", "C", "B", "N", "N", "C", "C", "C", "V", "N", "N", "C", "C", "C", "H", "H", "H", "H", "H", "H", "H", "H", "H", "H", "H", "C", "H", "H", "H", "F", "C", "F", "F"],
  "positions_angstrom": [[-0.113851, 3.225315, 0.662858], [-0.122809, 1.950942, 0.159571], [0.303489, 2.042219, -1.178700], [0.538518, 3.323717, -1.477062], [0.332842, 4.100862, -0.334740], [0.510144, 0.744701, -2.037825], [1.575482, -0.129218, -1.325447], [1.302511, -0.536098, -0.020647], [2.339661, -1.319283, 0.377360], [3.266573, -1.419136, -0.673045], [2.743130, -0.654568, -1.717979], [-0.444899, 0.105047, 0.743465], [-0.819115, -0.047297, -2.038170], [-1.413354, -0.432523, -0.803777], [-2.513810, -1.171807, -1.133016], [-2.595044, -1.280932, -2.528029], [-1.539739, -0.534403, -3.044055], [-3.169139, -1.556404, -0.367951], [-1.264823, -0.271736, -4.057556], [-3.323682, -1.821909, -3.093672], [0.856906, 0.985642, -3.152609], [3.128362, -0.443295, -2.706481], [0.812154, 3.568231, -2.496526], [4.194854, -1.954890, -0.673376], [0.510980, 5.156328, -0.247283], [2.367495, -1.749647, 1.370807], [-0.433258, 3.442651, 1.678845], [0.095257, -2.434576, 3.263627], [0.452238, -3.057880, 4.109297], [1.252560, -3.722135, 3.757617], [0.859111, -2.384776, 4.879523], [-0.402866, -3.626371, 4.496334], [-2.910466, 1.206200, 1.509699], [-1.993082, 0.388356, 2.178134], [-1.676574, 1.048605, 3.357116], [-2.705752, -0.739936, 2.563709]],
  "atomic_forces_ev_per_a": [[0.4, 0.1, -1.1], [0.2, 0.3, -0.8], [-0.4, -0.1, 0.8], [-0.1, -0.9, 0.5], [-0.4, -0.4, 0.6], [0.3, 0.2, 0.0], [-0.4, -0.2, 1.0], [0.7, -0.1, -0.6], [0.2, 0.3, -1.0], [-0.7, 0.3, 0.5], [-0.3, 0.0, 0.7], [2.4, 0.1, -1.8], [-0.5, -0.2, 1.2], [-0.1, 0.1, -1.8], [0.4, 0.1, -1.3], [-0.3, 0.0, 1.2], [0.4, 0.3, 0.8], [0.0, -0.1, 0.0], [0.0, -0.3, 0.0], [-0.3, -0.1, -0.1], [-0.1, 0.1, 0.1], [0.0, -0.1, 0.1], [0.1, 0.2, 0.3], [0.1, -0.1, 0.0], [-0.2, 0.1, 0.0], [0.0, 0.0, -0.1], [0.2, -0.1, -0.2], [0.1, -0.2, 0.2], [0.1, 0.4, -0.1], [-0.4, 0.1, 0.1], [-0.2, -0.3, -0.2], [0.4, 0.1, -0.1], [2.7, -1.7, 0.6], [-7.5, 1.9, 5.3], [0.6, -1.5, -3.1], [2.5, 1.7, -1.6]],
  "lowdin_charge": [-0.04, -0.08, 0.01, 0.02, 0.02, -0.46, -0.01, -0.08, -0.05, 0.01, 0.01, 1.16, 0.02, -0.08, -0.03, 0.03, 0.02, 0.13, 0.16, 0.12, 0.14, 0.15, 0.16, 0.12, 0.12, 0.13, 0.14, -0.03, -0.04, 0.03, 0.03, 0.03, 0.14, -0.33, 0.16, 0.16]
}


(5)
{
  "formula": "C3H5N3",
  "method": "ωB97M-V with the def2-TZVPD basis set",
  "de_lowest_kcal_mol": 8.9,
  "total_charge": 0,
  "gap_ev": 9.439,
  "e_lumo_ev": 0.9,
  "smiles": "Nc1c[nH]cn1",
  "symbols": ["N", "C", "C", "N", "C", "N", "H", "H", "H", "H", "H"],
  "positions_angstrom": [[2.033777, -0.075465, 0.122782], [0.662353, -0.181667, -0.205518], [-0.116212, 0.848727, -0.647109], [-1.406469, 0.476559, -0.322597], [-1.332569, -0.755681, 0.248051], [-0.106483, -1.202664, 0.297911], [2.413970, -1.008687, 0.250879], [1.979268, 0.309770, 1.066101], [0.125046, 1.794535, -1.110547], [-2.175361, 1.120067, -0.233901], [-2.185675, -1.260495, 0.678005]],
  "atomic_forces_ev_per_a": [[0.0, -0.2, 0.1], [-0.1, 0.3, 0.2], [0.1, 0.0, 0.2], [-0.1, 0.0, 0.0], [-0.2, 0.0, 0.1], [-0.2, 0.3, 0.2], [0.0, 0.0, -0.2], [0.6, 0.1, -0.2], [0.0, -0.2, 0.2], [-0.1, -0.2, -0.3], [0.0, 0.0, -0.3]],
  "lowdin_charge": [0.07, -0.43, -0.06, 0.03, -0.21, 0.09, 0.07, 0.08, 0.11, 0.14, 0.11]
}